[1]
24
Properties=species:S:1:pos:R:3 method="wB97M-V/def2-TZVPD" e_homo_ev="-10.272 / -9.305" orbital_gap_ha="0.2721 / 0.1674" e_lumo_ev="-2.87 / -4.75" total_charge=+1
C -0.78 -2.14 -0.31
C 0.10 -0.83 1.31
C 0.15 -1.70 -1.28
C -0.79 -1.88 1.07
C 0.91 -0.22 0.33
C -0.67 2.50 -0.78
C 1.61 0.94 0.59
N 1.07 -0.81 -0.94
N -1.55 -2.32 2.08
N -1.87 2.05 -1.23
N 2.28 1.65 -0.48
H -1.34 -3.00 -0.78
H 0.11 -0.31 2.30
H 0.08 -2.19 -2.15
H -0.80 3.14 0.14
H 0.33 2.12 -0.90
H 1.53 1.51 1.52
H 1.78 -0.50 -1.59
H -2.06 -3.17 1.97
H -1.27 -2.01 2.99
H -2.64 2.55 -0.94
H -1.79 1.13 -1.67
H 2.80 2.49 -0.13
H 2.81 1.02 -1.12

---

[2]
27
Properties=species:S:1:pos:R:3 method="wB97M-V/def2-TZVPD" e_homo_ev="-6.838 / -7.975" multiplicity=3 orbital_gap_ha="0.2743 / 0.2670" e_lumo_ev="0.63 / -0.71" total_charge=0
C 4.36 1.15 1.17
C -1.21 0.07 0.68
C -0.45 0.90 -1.65
C -0.20 0.99 1.42
C 0.81 1.64 -0.85
C 1.87 -2.67 0.36
C -1.54 0.55 -0.64
N 2.34 -1.43 -0.25
N 2.98 -1.59 -1.30
N 2.98 -2.85 -1.69
N 2.23 -3.75 -0.52
N 0.95 1.28 0.47
O 4.51 0.99 0.05
O 4.34 1.39 2.29
H -0.70 -0.96 0.77
H -2.18 0.05 1.32
H -0.63 1.64 -2.43
H 0.13 0.00 -2.09
H -0.73 1.89 1.72
H 0.12 0.44 2.20
H 1.77 1.67 -1.24
H 0.45 2.66 -0.88
H 2.44 -2.88 1.35
H 0.82 -2.71 0.44
H -2.58 0.73 -0.82
H 3.53 -3.31 -2.49
H 1.60 0.56 0.69

---

[3]
22
Properties=species:S:1:pos:R:3 method="wB97M-V/def2-TZVPD" smiles="C=C(C)OC(=C)N(C)C" e_homo_ev=-8.208 orbital_gap_ha=0.3338 e_lumo_ev=0.87 total_charge=0
C 1.38 1.20 -1.75
C 0.57 0.22 -1.33
C 0.87 -1.23 -1.55
O -0.97 0.50 -1.28
C -1.36 0.10 -0.05
C -2.54 -0.47 0.24
N -0.27 0.19 0.85
C 0.16 1.51 1.31
C 0.18 -0.92 1.67
H 1.10 2.25 -1.64
H 2.27 0.97 -2.31
H 1.61 -1.59 -0.83
H -0.02 -1.85 -1.47
H 1.29 -1.38 -2.55
H -2.76 -0.80 1.25
H -3.27 -0.62 -0.54
H 1.24 1.61 1.18
H -0.08 1.63 2.37
H -0.34 2.31 0.75
H -0.20 -1.88 1.30
H 1.28 -0.96 1.66
H -0.14 -0.79 2.71

---

[4]
22
Properties=species:S:1:pos:R:3 method="wB97M-V/def2-TZVPD" e_homo_ev=-8.754 orbital_gap_ha=0.3362 e_lumo_ev=0.39 total_charge=0
H -0.74 -1.07 1.88
N -1.45 -0.40 1.59
C -1.54 -0.25 0.34
C -2.56 0.66 -0.26
C -0.75 -1.21 -0.75
O -1.24 -1.34 -1.86
H -2.57 1.61 0.27
H -3.55 0.20 -0.20
H -2.35 0.86 -1.31
H -0.39 -2.06 -0.14
C 0.96 1.58 0.76
C 0.73 0.84 -0.52
C 1.25 -0.39 -0.84
C 2.21 -1.12 0.06
H 2.02 1.80 0.86
H 0.68 0.98 1.62
H 0.38 2.49 0.79
H 0.18 1.36 -1.29
H 1.34 -0.63 -1.89
H 2.23 -2.18 -0.18
H 1.94 -1.00 1.11
H 3.23 -0.73 -0.06

---

[5]
22
Properties=species:S:1:pos:R:3 method="wB97M-V/def2-TZVPD" smiles="C=C1C[C@@]1(N)[C@@H](C)OC" e_homo_ev=-8.954 orbital_gap_ha=0.3671 e_lumo_ev=1.03 total_charge=0
C 2.53 0.29 0.73
C 1.48 -0.30 0.20
C 0.85 -1.56 -0.22
C 0.35 -0.22 -0.77
N 0.63 0.22 -2.11
C -0.97 0.31 -0.23
C -2.16 -0.47 -0.78
O -0.95 0.12 1.21
C -0.67 1.21 2.05
H 3.29 -0.28 1.24
H 2.70 1.35 0.63
H 1.41 -2.22 -0.88
H 0.23 -2.07 0.50
H -0.03 -0.12 -2.80
H 1.54 -0.08 -2.45
H -1.06 1.38 -0.47
H -2.23 -0.33 -1.85
H -3.07 -0.12 -0.30
H -2.04 -1.53 -0.57
H 0.38 1.48 1.99
H -0.90 0.87 3.06
H -1.31 2.07 1.82

---

[6]
22
Properties=species:S:1:pos:R:3 method="wB97M-V/def2-TZVPD" e_homo_ev=-8.317 orbital_gap_ha=0.3325 e_lumo_ev=0.73 total_charge=0
C -0.30 -0.02 1.20
C 2.19 0.11 -0.37
C -0.10 2.36 -0.10
C -0.23 -2.47 -0.05
C -0.16 0.86 -0.06
C -0.39 -0.99 0.02
C -1.35 -0.08 -0.71
O -2.65 0.19 -0.33
N 0.80 -0.03 -0.73
H -2.74 0.13 0.63
H -1.34 -0.16 -1.80
H 0.58 -0.10 1.83
H -1.18 0.11 1.84
H 2.75 -0.69 -0.86
H 2.57 1.07 -0.73
H 2.41 0.06 0.71
H -1.07 2.76 0.20
H 0.12 2.69 -1.11
H 0.66 2.73 0.58
H -0.13 -2.78 -1.09
H 0.65 -2.79 0.51
H -1.11 -2.96 0.37

---

[7]
22
Properties=species:S:1:pos:R:3 method="wB97M-V/def2-TZVPD" smiles=C[C@@]1(C2(CN)CC2)CO1 e_homo_ev=-8.812 orbital_gap_ha=0.3572 e_lumo_ev=0.91 total_charge=0
C 1.48 -0.29 1.30
C 0.64 0.51 0.31
C -0.69 0.17 -0.05
C -0.82 -0.82 -1.37
N 0.37 -1.85 -1.58
C -1.56 -0.31 1.04
C -1.62 1.09 0.36
C 1.21 1.78 -0.13
O 1.47 0.70 -0.93
H 1.82 -1.19 0.57
H 0.93 -0.49 2.24
H 2.45 0.26 1.40
H -0.97 -0.23 -2.34
H -1.84 -1.12 -1.62
H 1.42 -1.51 -1.12
H -0.01 -2.84 -1.18
H -1.04 -0.32 1.91
H -2.24 -1.22 0.66
H -2.58 1.03 -0.06
H -1.27 1.94 0.79
H 0.82 2.73 -0.70
H 2.02 1.98 0.50

---

[8]
23
Properties=species:S:1:pos:R:3 method="wB97M-V/def2-TZVPD" e_homo_ev="-5.648 / -9.159" multiplicity=3 orbital_gap_ha="0.2375 / 0.3133" e_lumo_ev="0.81 / -0.63" total_charge=0
C -1.18 -0.27 -0.32
C -0.33 0.70 -1.04
C 0.89 0.79 -0.15
C 0.83 -0.50 0.84
C 1.51 -0.18 2.07
C 1.30 -1.72 0.11
C -3.49 -0.10 -1.86
N -0.62 -0.71 0.90
O -1.21 -1.54 1.64
S -2.64 -1.26 -0.63
H -0.29 0.40 -2.05
H -0.91 1.71 -1.08
H 1.86 0.81 -0.64
H 0.87 1.72 0.54
H 2.65 -0.08 1.84
H 1.51 -1.07 2.87
H 1.13 0.74 2.58
H 1.26 -2.75 0.66
H 2.25 -1.76 -0.34
H 0.62 -1.89 -0.76
H -4.32 0.15 -1.28
H -3.50 -0.69 -2.73
H -2.80 0.83 -1.81

---

[9]
22
Properties=species:S:1:pos:R:3 method="wB97M-V/def2-TZVPD" e_homo_ev=-12.768 orbital_gap_ha=0.3047 e_lumo_ev=-4.48 total_charge=+1
C 2.76 -0.10 0.93
C 1.94 0.69 0.32
C 2.48 -1.50 1.09
C 0.21 -0.81 -0.05
C -1.81 1.57 -0.82
C -1.07 -0.47 0.63
C -1.40 1.04 0.60
N -0.10 -1.11 -1.50
P 1.00 -2.24 0.68
H 3.63 0.25 1.31
H 1.39 1.54 0.06
H 3.30 -2.03 1.69
H -1.24 1.07 -1.57
H -1.61 2.56 -0.76
H -2.82 1.42 -1.01
H -2.04 -0.97 0.22
H -1.09 -0.59 1.72
H -2.21 1.11 1.19
H -0.72 1.81 0.96
H -1.09 -1.42 -1.73
H 0.63 -1.59 -2.03
H -0.14 -0.23 -1.91

---

[10]
24
Properties=species:S:1:pos:R:3 method="wB97M-V/def2-TZVPD" e_homo_ev=-7.902 orbital_gap_ha=0.3036 e_lumo_ev=0.36 total_charge=0
C -2.82 -1.27 -0.51
C -1.61 -1.62 -1.11
C -2.83 -0.04 0.18
C -0.52 -0.79 -0.86
C -1.84 0.87 0.31
C -0.56 0.36 -0.12
C -1.99 2.15 1.16
N 2.06 -0.22 0.12
Si 2.80 -0.57 1.67
Si 2.93 0.10 -1.82
S 1.01 1.11 0.37
H -3.48 -2.05 -0.39
H -1.61 -2.62 -1.65
H -3.78 0.27 0.48
H 0.42 -1.12 -1.22
H -2.92 2.63 1.00
H -1.97 2.05 2.25
H -1.20 2.75 0.96
H 3.57 0.57 2.13
H 3.21 -2.06 1.19
H 1.68 -0.76 2.66
H 1.75 0.44 -2.70
H 3.53 -1.00 -2.46
H 4.16 0.82 -1.64